Entry 1:
Density functional theory data (ωB97M-V/def2-TZVPD) for a molecular structure, C30H73Cl4F2Mg2N2O10P2SSi2.

Summary:
total charge = +1
energy = -167298.32753 eV
HOMO-LUMO gap = 1.37 eV
HOMO level = -8.118 eV

Each line ends with the Löwdin charge.
Element x y z (Å)
C 2.97 -2.59 4.55  -0.0937
C 4.15 -1.63 3.88  -0.2251
O 3.75 -1.08 2.55  -0.1860
C 4.19 -2.05 1.52  -0.2029
C 4.00 -1.51 -0.03  -0.1970
O 2.58 -1.20 -0.26  -0.2799
C 1.87 -2.36 -0.88  -0.2754
Si -0.02 -2.10 -0.39  0.5150
C -1.25 -2.59 -1.78  -0.2782
C -0.96 -4.15 -2.30  -0.2198
C -2.20 -5.18 -1.98  -0.2153
C -3.14 -5.53 -3.31  -0.2222
C -4.68 -5.85 -2.74  -0.2154
C -5.63 -4.51 -2.65  -0.1744
C -5.58 -3.74 -1.19  -0.2473
O -5.70 -4.66 -0.03  -0.2445
C -5.63 -3.85 1.22  -0.1265
O -0.28 -0.51 0.33  -0.3261
Si -0.63 0.72 -0.87  0.3916
C -0.33 2.44 0.04  -0.3884
C 0.95 2.38 1.07  -0.3800
C 0.61 1.70 2.52  -0.0565
O 2.14 1.76 0.41  -0.1178
P 0.69 0.73 -2.62  0.4240
S -0.27 0.36 -4.31  0.1347
C -2.45 0.77 -1.50  -0.4042
C -2.62 2.18 -2.39  -0.3388
C -3.43 0.96 -0.19  -0.2339
C -4.95 0.49 -0.61  -0.1074
P -0.36 -3.57 1.27  0.6528
N -1.79 -4.32 1.17  -0.1923
O 0.98 -4.74 1.34  -0.2888
O -0.26 -2.66 2.76  -0.2748
H 2.34 -3.03 3.67  0.0562
H 3.43 -3.47 5.21  0.0845
H 2.28 -1.97 5.30  0.0903
H 5.14 -2.25 3.85  0.1054
H 4.35 -0.73 4.64  0.1392
H 3.56 -3.03 1.67  0.1002
H 5.35 -2.26 1.68  0.1205
H 4.36 -2.36 -0.75  -0.0424
H 4.64 -0.52 -0.22  0.1702
H 1.88 -2.34 -2.05  0.1016
H 2.31 -3.36 -0.48  0.0112
H -1.16 -1.92 -2.74  0.0264
H -2.38 -2.58 -1.41  0.0868
H -0.03 -4.56 -1.69  0.0817
H -0.67 -4.18 -3.44  0.1133
H -2.92 -4.70 -1.19  0.0796
H -1.80 -6.22 -1.57  0.1201
H -3.12 -4.58 -3.98  0.0765
H -2.74 -6.43 -3.94  0.1090
H -5.26 -6.62 -3.45  0.1171
H -4.62 -6.42 -1.69  0.1185
H -5.28 -3.77 -3.49  0.0875
H -6.78 -4.74 -2.86  0.1129
H -6.52 -3.03 -1.16  0.0780
H -4.62 -3.06 -1.07  0.0899
H -6.53 -3.11 1.34  0.0566
H -5.60 -4.55 2.16  0.1057
H -4.62 -3.21 1.26  0.0819
H -0.16 3.31 -0.76  -0.1872
H -1.28 2.73 0.67  0.0854
H 1.29 3.50 1.30  0.0996
H -0.56 1.72 2.72  0.0882
H 1.18 2.20 3.43  0.0992
H 1.00 0.58 2.49  0.0919
H 2.24 2.18 -0.52  0.0916
H 1.87 -0.10 -2.52  -0.0091
H 1.19 2.11 -2.79  0.0071
H -2.76 -0.09 -2.22  0.0441
H -3.05 1.99 -3.46  -0.0708
H -3.38 2.94 -1.87  0.1048
H -1.61 2.77 -2.50  -0.1007
H -3.05 0.35 0.73  0.1259
H -3.48 2.10 0.14  0.1209
H -5.13 0.64 -1.76  0.0694
H -5.77 0.99 0.07  0.0992
H -5.00 -0.68 -0.42  0.0786
H -2.30 -4.05 2.05  -0.0132
H 1.20 -5.02 0.40  0.0360
H -0.94 -3.03 3.41  0.0895
Cl -1.28 3.98 -1.40  0.4481
Mg 4.72 -4.35 -0.51  0.7869
F 2.62 3.95 1.82  -0.4868
F -3.08 -7.42 -2.10  -0.5207
C 0.35 8.97 -2.07  0.0137
N -0.35 9.50 -0.82  -0.3419
C -0.17 11.01 -0.81  0.0106
C 0.29 8.91 0.42  0.0271
C -1.87 9.20 -0.87  -0.0795
C -2.24 7.71 -0.88  -0.2273
O -1.73 7.09 -2.06  -0.1203
H 1.35 9.41 -2.12  0.1091
H 0.46 7.88 -1.99  0.1006
H -0.23 9.26 -2.95  0.1141
H 0.90 11.24 -0.78  0.1084
H -0.66 11.41 0.09  0.1104
H -0.62 11.43 -1.71  0.1120
H 0.20 7.82 0.39  0.1080
H -0.21 9.32 1.30  0.1157
H 1.35 9.18 0.42  0.1156
H -2.25 9.69 -1.77  0.1400
H -2.30 9.68 0.01  0.1336
H -3.33 7.60 -0.88  0.1315
H -1.86 7.18 0.01  0.1183
H -1.30 6.26 -1.80  -0.0254
C -9.76 -3.73 1.33  -1.0135
Cl -9.20 -2.96 -0.16  0.5160
Cl -9.24 -2.82 2.75  0.4979
H -10.85 -3.78 1.32  0.0288
H -9.34 -4.74 1.38  0.0356
O 7.28 -1.57 0.09  0.0445
C 8.29 -1.73 0.77  -0.4908
O 8.51 -2.91 1.39  -0.0132
C 9.74 -3.27 2.05  -0.1880
C 9.76 -2.75 3.47  -0.2945
C 9.25 -0.60 0.99  0.0202
H 10.61 -2.94 1.47  0.1241
H 9.78 -4.36 2.07  0.1298
H 9.71 -1.65 3.51  0.0094
H 10.67 -3.06 3.99  0.1053
H 8.89 -3.12 4.03  -0.0960
H 8.88 0.03 1.81  0.1088
H 9.30 0.00 0.08  0.0987
H 10.27 -0.92 1.21  0.0750
Mg -2.95 0.71 -4.41  0.9709
Cl 8.45 -1.97 5.18  0.2951

Entry 2:
Density functional theory data (ωB97M-V/def2-TZVPD) for C4H9NO2 in the gas phase.

Summary:
total charge = 0
energy = -9877.69135 eV
SMILES = CNCOCC=O
HOMO-LUMO gap = 10.11 eV
HOMO level = -9.244 eV
energy above the lowest of the compared OMol25 structures with the same formula, charge and spin = 54.6 kcal/mol

Each line ends with the natural charge from an NBO analysis.
Element x y z (Å)
C -0.59 -0.78 -2.26  -0.4105
N 0.11 -0.27 -1.09  -0.6508
C -0.60 -0.47 0.15  0.0847
O 0.24 -0.75 1.26  -0.5163
C 1.28 0.18 1.42  -0.1792
C 0.72 1.57 1.63  0.4093
O 0.82 2.47 0.82  -0.5170
H -1.61 -0.38 -2.39  0.1664
H -0.02 -0.54 -3.16  0.2066
H -0.66 -1.87 -2.19  0.1946
H -1.24 -1.35 0.05  0.1853
H 1.84 -0.14 2.30  0.2054
H 1.95 0.20 0.54  0.1976
H -1.25 0.39 0.40  0.1413
H 0.14 1.72 2.57  0.1130
H 0.34 0.71 -1.21  0.3696